ORCA calculation (ωB97M-V with the def2-TZVPD basis set) on a cluster of 13 separate species, C44H124N10O13 in total.

The geometry in XYZ format:
```
191
Properties=species:S:1:pos:R:3:mulliken_charge:R:1
O -6.5952 -0.6878 -3.4078 -0.637
H -5.7263 -0.6800 -3.0064 0.311
H -6.5815 -1.4436 -3.9950 0.325
C -1.6118 0.8756 -11.7153 -0.995
C -1.5926 1.6834 -10.4096 -0.167
O -0.9042 2.9286 -10.4011 -0.531
H -2.2077 1.3501 -12.4950 0.285
H -2.1091 -0.0839 -11.5728 0.306
H -0.6057 0.6640 -12.0774 0.316
H -0.9886 1.1494 -9.6761 0.243
H -2.5729 1.9668 -10.0264 0.262
H -0.0797 2.9420 -10.8926 0.281
C -1.6998 2.4380 7.8678 -0.988
C -2.3218 1.0697 8.1994 -0.212
O -1.9504 -0.0040 7.3081 -0.522
H -2.0757 3.1821 8.5699 0.316
H -1.9490 2.8680 6.8977 0.305
H -0.6178 2.5455 7.9430 0.288
H -3.3957 1.1923 8.0590 0.236
H -2.0674 0.8217 9.2299 0.282
H -2.3394 0.1694 6.4478 0.295
C 10.9165 -1.0085 7.1015 -1.512
C 10.3437 -1.1589 8.4573 0.541
C 8.8808 -0.7048 8.5601 -0.673
O 8.0228 -1.6180 8.0160 -0.329
C 6.7557 -1.0655 7.7616 -0.798
N 10.3492 -2.5307 8.8736 -0.804
H 10.8835 0.0762 7.0001 0.342
H 10.3474 -1.4318 6.2739 0.246
H 11.9293 -1.4060 7.0342 0.384
H 10.9920 -0.5664 9.1030 0.389
H 8.8616 0.2564 8.0466 0.370
H 8.7145 -0.4119 9.5967 0.360
H 6.6517 -0.0243 7.4562 0.325
H 6.1722 -1.1852 8.6745 0.303
H 6.2999 -1.6423 6.9569 0.253
H 9.4095 -2.8945 8.8038 0.330
H 10.4913 -2.3670 9.8601 0.273
C -3.9225 -11.6859 0.0950 -1.339
C -3.4359 -10.2687 0.3293 0.414
C -4.5166 -9.2786 0.7491 -0.752
O -3.9509 -8.1344 1.3379 -0.350
C -4.3491 -7.8843 2.6340 -0.704
N -2.3624 -10.4835 1.3477 -0.744
H -4.2286 -12.1882 1.0127 0.339
H -3.1304 -12.2670 -0.3773 0.344
H -4.7536 -11.6484 -0.6092 0.361
H -3.0742 -9.8126 -0.5923 0.306
H -5.1479 -9.8120 1.4598 0.415
H -4.9951 -9.0178 -0.1949 0.302
H -3.9359 -6.9728 3.0659 0.256
H -4.1371 -8.7160 3.3058 0.294
H -5.4175 -7.6881 2.7235 0.313
H -2.7761 -10.6211 2.2588 0.256
H -1.9233 -9.6018 1.5711 0.291
C -3.6668 10.9030 -9.4056 -1.270
C -3.4107 9.6157 -8.5944 0.597
C -4.1443 9.4270 -7.2495 -0.844
O -3.9366 10.5888 -6.4579 -0.339
C -2.7080 10.6500 -5.8490 -0.718
N -3.6672 8.5135 -9.5550 -0.736
H -4.4039 10.8775 -10.2082 0.393
H -2.6318 11.0107 -9.7303 0.309
H -3.9700 11.6801 -8.7039 0.309
H -2.3857 9.6381 -8.2243 0.253
H -3.9312 8.4526 -6.8101 0.346
H -5.2058 9.4786 -7.4916 0.328
H -2.0120 11.0753 -6.5721 0.280
H -2.3037 9.7126 -5.4671 0.319
H -2.6911 11.3972 -5.0556 0.263
H -3.1219 7.7949 -9.1007 0.258
H -3.2682 8.5893 -10.4798 0.252
C -5.2881 -6.0810 -8.1807 -1.503
C -5.9305 -6.9172 -7.0123 0.448
C -5.4292 -8.4779 -7.1081 -0.719
O -6.1418 -9.3083 -6.2934 -0.327
C -7.5646 -9.3155 -6.0916 -0.629
N -5.4226 -6.3267 -5.7468 -0.638
H -5.4921 -6.5384 -9.1488 0.373
H -4.2051 -5.9689 -8.1291 0.376
H -5.6511 -5.0533 -8.1633 0.382
H -7.0204 -6.9142 -7.0027 0.217
H -4.3693 -8.6264 -6.9015 0.321
H -5.5761 -8.8079 -8.1366 0.337
H -7.9998 -9.9284 -6.8809 0.266
H -8.0623 -8.3469 -6.0452 0.311
H -7.6685 -9.7200 -5.0848 0.230
H -4.5580 -5.8310 -5.9107 0.293
H -5.1369 -7.1831 -5.2939 0.263
C 0.1141 -1.2120 0.9955 -1.187
C -1.0868 -0.7387 0.0681 0.486
C -0.7806 0.4385 -0.8651 -0.916
O -1.9160 0.8501 -1.5733 -0.298
C -1.6091 1.9459 -2.4723 -0.736
N -1.5397 -1.8479 -0.7314 -0.732
H 0.2531 -0.3089 1.5898 0.336
H 0.9661 -1.4955 0.3775 0.295
H -0.2169 -1.9746 1.7005 0.344
H -1.9437 -0.3985 0.6495 0.310
H -0.0247 0.0361 -1.5394 0.359
H -0.2883 1.3337 -0.4851 0.419
H -0.8638 1.6220 -3.1988 0.314
H -1.3092 2.8222 -1.8975 0.308
H -2.5678 2.0213 -2.9853 0.232
H -2.0359 -1.5679 -1.5654 0.240
H -2.2051 -2.3667 -0.1763 0.228
C 1.2102 8.8477 3.1696 -1.391
C 0.3579 10.0321 3.6404 0.452
C 0.4965 9.9500 5.1919 -0.974
O -0.0862 11.0298 5.9149 -0.354
C 0.7475 11.3377 7.0488 -0.698
N 0.9315 11.2390 3.1922 -0.741
H 1.7070 8.9988 2.2113 0.378
H 0.4610 8.0559 3.1691 0.343
H 1.9799 8.5538 3.8832 0.370
H -0.7149 10.0222 3.4482 0.371
H 1.5683 9.8887 5.3804 0.479
H 0.1187 9.0259 5.6293 0.364
H 0.3665 11.9530 7.8638 0.285
H 1.6776 11.8266 6.7586 0.280
H 0.9230 10.3856 7.5496 0.295
H 0.5617 12.0150 3.7225 0.277
H 1.8935 11.3185 3.4895 0.265
C -8.6850 4.3073 0.3923 -1.317
C -8.7753 3.4995 1.7072 0.368
C -7.8278 3.9632 2.8335 -0.643
O -7.9056 3.1746 3.9842 -0.352
C -8.3617 3.7825 5.1970 -0.848
N -10.1329 3.5916 2.2442 -0.723
H -8.9740 5.3239 0.6592 0.320
H -9.3737 4.0628 -0.4164 0.350
H -7.7402 4.4383 -0.1352 0.332
H -8.6954 2.4277 1.5258 0.265
H -7.9271 5.0483 2.8605 0.332
H -6.7883 3.8338 2.5322 0.333
H -8.6746 2.9986 5.8867 0.270
H -8.9133 4.7211 5.2489 0.357
H -7.4133 4.1295 5.6073 0.365
H -10.0011 3.3201 3.2081 0.270
H -10.2674 4.5878 2.3419 0.320
C 2.2445 -7.1704 -6.7207 -1.300
C 1.9475 -6.9659 -5.2545 0.394
C 3.2987 -6.9047 -4.4980 -0.748
O 4.0213 -8.1453 -4.4723 -0.329
C 5.4268 -8.0644 -4.5287 -0.693
N 1.2613 -5.6990 -5.1463 -0.713
H 2.8665 -8.0377 -6.9416 0.324
H 2.7376 -6.2740 -7.0969 0.323
H 1.3465 -7.3345 -7.3163 0.325
H 1.3342 -7.7560 -4.8211 0.331
H 3.0681 -6.8137 -3.4365 0.321
H 3.8113 -6.0041 -4.8360 0.392
H 5.6477 -7.5898 -5.4847 0.320
H 5.6969 -9.0993 -4.3184 0.228
H 5.8777 -7.5055 -3.7087 0.274
H 1.8451 -4.9919 -5.5698 0.276
H 1.2579 -5.3953 -4.1830 0.275
C 6.2999 -7.3396 5.0731 -1.393
C 5.3508 -7.8692 6.1506 0.739
C 3.8696 -7.9809 5.7048 -0.850
O 3.1238 -8.4324 6.8047 -0.347
C 2.4722 -7.3522 7.5617 -0.654
N 5.7492 -9.2351 6.4754 -0.836
H 7.2473 -7.0353 5.5182 0.354
H 5.8671 -6.4111 4.7007 0.330
H 6.5755 -7.9652 4.2241 0.305
H 5.3674 -7.2744 7.0639 0.270
H 3.7011 -8.9079 5.1566 0.270
H 3.4223 -7.1679 5.1329 0.406
H 3.3201 -6.7793 7.9370 0.286
H 1.9617 -7.8452 8.3890 0.247
H 1.7496 -6.7156 7.0511 0.266
H 4.9587 -9.6435 6.9535 0.335
H 5.5541 -9.8035 5.6637 0.271
C 9.1085 9.4157 -1.3665 -1.217
C 8.5087 8.9958 0.0031 0.186
C 7.6769 7.6386 0.0006 -0.630
O 7.2484 7.0001 1.2069 -0.324
C 6.6101 5.7115 1.0279 -0.742
N 9.5612 8.8657 1.0020 -0.658
H 8.3851 9.3414 -2.1785 0.321
H 9.8560 8.6522 -1.5820 0.314
H 9.4714 10.4406 -1.4433 0.315
H 7.9312 9.8030 0.4538 0.330
H 8.1821 6.8556 -0.5650 0.369
H 6.7991 7.8333 -0.6156 0.314
H 7.2784 4.9747 0.5823 0.326
H 5.7971 5.7012 0.3019 0.307
H 6.3073 5.3306 2.0032 0.259
H 9.1879 8.7807 1.9366 0.278
H 10.1247 8.0767 0.7192 0.253
```

Output
gap between HOMO and LUMO	0.3428	hartree
charge	0
energy above the lowest of the compared OMol25 structures with the same formula, charge and spin	837.3	kJ/mol

ORCA calculation (ωB97M-V with the def2-TZVPD basis set) on a structure of composition C44H28Br2Cl4IrNO3.

The geometry in XYZ format:
```
83
Properties=species:S:1:pos:R:3:mulliken_charge:R:1
Ir 0.4630 -1.0037 0.3386 2.527
C -0.7154 -3.7737 -0.8892 -1.494
C -1.8397 -2.9191 -0.3933 0.718
C -3.0697 -3.4779 -0.1524 -0.971
C -4.1699 -2.6790 0.1804 -1.563
C -4.0144 -1.2907 0.1582 0.998
C -5.0727 -0.3693 0.2886 0.283
Br -6.8639 -1.0164 0.5313 -0.323
C -4.9188 0.9996 0.1417 -0.451
C -3.6537 1.4653 -0.1137 0.206
Br -3.3719 3.2987 -0.4946 -0.205
C -2.5351 0.6225 -0.1913 -0.687
O -1.3927 1.2393 -0.5924 -0.200
C -2.6983 -0.7679 -0.0709 0.105
N -1.6146 -1.5830 -0.2487 0.142
H -1.1017 -4.6833 -1.3471 0.557
H -0.0401 -4.0531 -0.0821 0.174
H -0.1271 -3.2313 -1.6257 0.131
H -3.1929 -4.5476 -0.2510 0.435
H -5.1323 -3.1322 0.3687 0.326
H -5.7603 1.6712 0.2203 0.439
Cl 2.7293 -6.3527 4.4804 -0.261
C 2.0246 -4.8631 3.9600 0.353
C 1.4217 -4.0295 4.8884 0.371
Cl 1.3952 -4.4687 6.5595 -0.265
C 0.8418 -2.8374 4.4697 -0.165
Cl 0.0762 -1.7997 5.6288 -0.255
C 0.8305 -2.4534 3.1229 -0.886
O 0.2883 -1.3765 2.7048 -0.275
C 1.4789 -3.3164 2.1462 -0.196
O 1.4599 -2.9710 0.9198 -0.704
C 2.0594 -4.5044 2.6170 0.131
Cl 2.8032 -5.5708 1.4697 -0.272
C 1.9788 3.2289 3.8616 -0.692
C 1.0886 2.2909 3.4862 -1.103
C 1.2060 1.5040 2.2243 2.289
C 2.5598 1.6227 1.5973 -0.462
C 3.4071 2.6561 2.0080 -0.954
C 3.1316 3.4768 3.0753 -0.988
C 3.0175 0.7359 0.6003 -0.063
C 2.3712 -0.3232 0.0183 -0.048
C 3.0722 -1.0750 -1.0140 0.974
C 4.4677 -1.2282 -1.0296 -0.647
C 5.1046 -1.9506 -2.0188 -0.790
C 4.3780 -2.5606 -3.0288 -0.500
C 2.9966 -2.4365 -3.0268 -1.155
C 2.3624 -1.7088 -2.0459 0.360
H 1.8350 3.7856 4.7802 0.413
H 0.2234 2.0848 4.0994 0.591
H 1.0135 0.4510 2.4668 -0.209
H 4.3357 2.7927 1.4644 0.392
H 3.8097 4.2711 3.3538 0.351
H 4.0162 0.9802 0.2333 0.265
H 5.0578 -0.7946 -0.2345 0.449
H 6.1839 -2.0505 -2.0039 0.366
H 4.8774 -3.1329 -3.8003 0.372
H 2.4142 -2.9235 -3.8005 0.385
H 1.2828 -1.6180 -2.0597 -0.179
C -3.5733 2.0970 3.5895 -0.676
C -2.9487 3.2529 3.1598 -0.916
C -1.7943 3.1779 2.3975 0.067
C -1.2386 1.9499 2.0522 -0.122
C -1.8627 0.7944 2.5130 0.537
C -3.0206 0.8687 3.2681 -1.088
C 0.0368 1.9162 1.2467 0.059
C -0.0698 1.0362 -0.0389 -0.634
C 0.7465 1.5492 -1.2108 1.291
C 0.5005 0.9600 -2.4558 -0.484
C 1.1562 1.3680 -3.5977 -0.597
C 2.0646 2.4122 -3.5415 -0.776
C 2.2900 3.0362 -2.3278 -1.030
C 1.6333 2.6216 -1.1838 -0.354
H -4.4813 2.1514 4.1781 0.335
H -3.3619 4.2212 3.4085 0.354
H -1.3148 4.0902 2.0674 0.359
H -1.4240 -0.1672 2.3060 0.381
H -3.4965 -0.0414 3.6081 0.484
H 0.2275 2.9483 0.9293 1.039
H -0.2293 0.1659 -2.5173 0.176
H 0.9571 0.8730 -4.5395 0.406
H 2.5808 2.7423 -4.4344 0.351
H 2.9829 3.8661 -2.2705 0.429
H 1.8368 3.1423 -0.2625 0.270
```

Output
spin multiplicity	5
expectation value of S²	6.09
gap between HOMO and LUMO (spin up / spin down)	0.1597 / 0.1924	hartree
charge	-2